A gas-phase ion, C3H7N2 (charge +1) at a distorted geometry. Source: the Open Molecules 2025 dataset; level of theory: ωB97M-V/def2-TZVPD.

CARTESIAN COORDINATES (ANGSTROEM)
1 N 2.2700 0.0957 0.0743
2 N -2.0985 0.5462 0.0201
3 C 0.0531 -0.6967 0.0336
4 C -1.3326 -0.5874 -0.0378
5 C 0.9463 0.3021 -0.0807
6 H -1.7172 -1.6384 -0.0770
7 H -2.9995 0.4419 0.4063
8 H 0.7390 1.4094 -0.2640
9 H 0.3776 -1.6400 -0.0721
10 H 2.6597 -0.9035 0.0291
11 H -1.4450 1.3438 -0.0992
12 H 2.9964 0.7749 -0.1259

For the HOMO energy, the calculation gives -14.00 eV. As for the SMILES: N/C=C/C=[NH2+]. Its total charge is +1. The energy above the lowest of the compared OMol25 structures with the same formula, charge and spin comes out at 9.8 kcal/mol. As for the total energy: -6197.086 eV. The HOMO-LUMO gap comes out at 9.0 eV.